# 1
14
Properties=species:S:1:pos:R:3:forces:R:3 method="wB97M-V/def2-TZVPD" smiles=C[C@@H]1[C@H]2[C@@H]3[NH2+][C@@]213 e_lumo_ev=-5.21 molar_mass_g_mol=82.13 total_charge=+1 e_tot_ev=-6791.507 orbital_gap_ev=8.95
C -1.3938 0.8673 -0.8178 3.1026 -2.0461 -3.2299
C 0.0823 0.4802 -0.8445 -1.9074 0.7365 -0.3526
C 0.5176 -0.8379 -0.5836 0.6931 -0.1430 1.3408
C 1.6719 -0.7101 0.3098 -2.2107 1.6780 0.2114
N 0.9575 -0.5269 1.6633 -0.3981 -0.7334 -1.4933
C 0.9718 0.5296 0.5925 -0.1081 -0.7789 -2.4655
H -1.9902 0.2138 -0.3469 -1.9470 -2.6039 2.0852
H -1.7084 0.8305 -1.8463 -0.3621 0.8344 -0.4165
H -1.4063 1.7401 -0.3347 -0.5603 3.8369 1.2440
H 0.5710 1.0309 -1.6392 0.8528 0.5852 0.7388
H -0.1504 -1.6102 -0.2860 -1.1510 -0.2609 0.3234
H 2.6210 -1.0043 0.2808 3.7963 -1.0693 0.0266
H 0.1606 -1.1358 1.8175 0.1579 0.0758 0.6221
H 1.5569 -0.1977 2.3847 0.0420 -0.1112 1.3656


# 2
115
Properties=species:S:1:pos:R:3:forces:R:3 method="wB97M-V/def2-TZVPD" e_lumo_ev=-9.38 molar_mass_g_mol=1137.68 total_charge=+1 e_tot_ev=-199338.517 orbital_gap_ev=1.27
C -4.2720 0.5287 -3.8606 -1.6273 -1.0870 -0.1168
C -3.6945 -0.1453 -2.6542 1.7336 -0.5190 -0.0688
N -3.2162 0.6353 -1.4125 0.4635 -0.6677 -0.7627
C -4.3496 1.3075 -0.6312 -1.9604 -0.2553 1.3877
O -4.5415 2.7309 -0.9685 0.2202 -0.2001 3.3315
C -4.7697 3.5510 0.2475 -0.3735 2.3670 3.4902
C -5.7963 3.1769 1.4743 2.3629 3.4125 0.2939
C -5.8735 4.2139 2.7835 1.8972 0.5175 -2.3389
C -4.9807 5.5929 2.9156 0.8378 -1.9758 -3.9091
C -3.9916 5.9943 1.6673 -2.2107 -4.2169 -0.6823
C -3.9263 4.9655 0.3926 -0.8552 -0.1550 1.9800
C -1.8691 0.7263 -1.0498 0.0246 -0.5382 -0.1567
N -1.3901 1.5364 0.1339 -1.7958 -1.3193 -3.7892
C -0.8649 2.8193 -0.4575 2.3401 1.5744 -0.5407
C -0.6204 2.7561 -2.1035 2.0405 -0.3272 0.7280
Br -2.1086 3.5527 -3.1774 0.6931 -0.5857 0.7564
C -0.1398 1.2501 -2.6251 2.6467 0.9807 -1.4108
C -0.2578 1.0795 -4.2756 0.1515 0.2283 0.1414
C 0.4722 -0.2723 -4.8501 2.4188 0.6973 -5.0155
N 1.0839 -0.2668 -6.1103 -3.2561 0.6765 5.9929
C 1.5028 1.2034 -2.3130 -0.1842 0.2341 1.4814
C 2.0239 -0.2591 -1.7875 1.4733 0.2890 -0.0438
C 1.9898 -0.4181 -0.1233 0.5916 -0.8589 -0.5897
C 2.7800 -1.8136 0.2863 2.1419 -2.8403 2.0744
C 2.7251 -3.1573 -0.7061 1.8629 -0.5870 2.0135
C 3.4991 -4.5832 -0.3323 1.3256 1.7863 3.9915
C 4.3885 -4.7730 1.0493 -2.7875 3.8295 -2.3040
C 4.4920 -3.4216 2.0279 -1.3160 -0.7333 -2.4471
C 3.7067 -1.9927 1.6563 -0.9455 -2.5078 -3.3271
N -0.7466 0.1087 -1.8513 -3.8088 2.7123 1.6009
H -3.6557 0.8659 -4.7996 -1.2215 -1.2942 1.6584
H -5.4272 0.7478 -3.8734 2.3331 1.2568 0.6170
H -3.5497 -1.3184 -2.6602 0.5062 2.5282 0.2418
H -4.1686 1.1169 0.5248 -0.3016 0.6309 -2.3228
H -5.3668 0.7463 -0.8967 2.4590 0.9885 0.3899
H -6.4567 2.2112 1.4350 1.3647 2.1628 0.1828
H -6.6025 3.9709 3.6871 1.4809 0.5555 -2.2312
H -4.9976 6.3145 3.8402 -0.3581 -1.8071 -1.9001
H -3.2933 6.9542 1.6295 -1.8337 -2.3172 0.1859
H -3.1864 5.2307 -0.4975 -1.8641 -0.5851 2.0023
H -2.0840 1.6593 0.8870 0.1479 0.0715 -0.8038
H 0.2257 2.9783 0.0015 -2.3513 -0.2814 -1.0206
H -1.4664 3.7857 -0.1865 0.7530 -2.0666 -0.5112
H 0.3308 3.4535 -2.2899 -2.3805 -1.3579 0.3298
H -1.3570 1.1266 -4.6744 1.9830 -0.1194 0.9345
H 0.3253 2.0033 -4.7420 -1.2958 -1.9574 0.9817
H 0.5190 -1.3204 -4.2892 -0.2008 1.2834 -1.1690
H 1.0071 0.6802 -6.5462 0.1469 -0.5499 0.5363
H 1.6578 1.9595 -1.4037 -0.0894 -1.4621 -1.9399
H 2.1490 1.5956 -3.2067 -1.4269 -0.8285 1.6325
H 3.1843 -0.3145 -2.0624 -2.4839 0.0922 0.5015
H 1.5226 -1.1588 -2.3430 0.7290 1.6539 1.4519
H 2.6122 0.4820 0.3521 -1.2421 -1.5216 -1.0389
H 0.9094 -0.3355 0.3191 2.0656 -0.4478 -0.8033
H 2.1299 -3.1680 -1.7379 0.6497 0.2702 2.0091
H 3.4323 -5.5084 -1.0484 -0.0436 2.2037 1.3875
H 4.9203 -5.7976 1.3326 -1.0588 2.5198 -0.6301
H 5.1479 -3.5628 2.9992 -1.4204 0.6548 -2.0059
H 3.8495 -1.1204 2.4255 -0.6263 -2.3442 -1.0481
H -1.0142 -0.7078 -2.4215 -0.1188 0.4980 0.2497
F 0.4753 -3.2789 -1.7489 0.2660 0.3356 0.2602
Al 4.2728 0.7671 1.8924 0.3942 0.3981 0.0293
C -3.2237 -5.5142 -1.0396 0.3313 -1.2347 -0.1400
C -2.7012 -4.5050 -2.0099 1.5406 -0.5584 -0.7663
O -3.6633 -3.4691 -1.9517 -1.0504 0.6266 0.6906
C -4.2835 -3.5711 -0.7399 -1.2146 0.7140 1.3135
O -5.0488 -2.7371 -0.2855 1.5418 -1.2421 -1.0898
O -3.9349 -4.7270 -0.1029 -0.5853 1.5767 -0.4157
H -2.4226 -6.0727 -0.5477 -0.2302 0.1804 0.0384
H -3.9173 -6.2222 -1.5053 0.0296 0.0625 0.0912
H -1.7283 -4.1015 -1.7102 0.0352 -0.0131 -0.0964
H -2.6227 -4.9051 -3.0246 -0.0808 0.2371 0.1347
C 8.4644 -4.4796 0.8829 0.7366 -0.3903 -2.2519
F 7.1796 -4.5552 0.4083 0.7350 0.1330 0.7555
F 9.1180 -5.5678 0.3625 -0.8144 1.2915 1.1459
F 9.0223 -3.3842 0.2740 -0.6218 -0.9351 1.0698
S 8.5492 -4.4003 2.7481 1.2816 -0.9722 2.0120
O 7.9140 -5.6370 3.2235 0.1833 1.3037 -1.0890
O 7.8066 -3.1894 3.1242 -0.1731 -0.3868 -0.8682
O 9.9797 -4.3242 3.0744 -1.8682 0.1159 -0.9596
F 0.4215 -2.7779 -5.3289 -0.3010 0.2549 0.5981
F -10.1510 5.9880 3.3502 -3.0350 2.4605 -3.7542
P -9.3584 6.0821 4.6886 -0.8928 0.9504 0.0288
F -7.8365 6.3992 4.7961 5.8330 -2.1812 0.2822
F -8.9696 4.7105 4.0593 2.8474 -5.3877 0.4963
F -9.2574 5.4039 6.0880 3.1972 -2.4909 3.6480
F -10.7117 6.3765 5.4031 -4.9881 1.6963 -0.3735
F -9.2242 7.6138 4.4355 -2.5342 4.7566 -0.5214
O 1.3927 5.2572 -1.4273 0.0447 0.6723 1.6967
C 1.6460 5.6638 -0.2958 -0.2576 0.2980 -1.1283
O 1.1658 6.8549 0.1270 -0.2690 -0.8358 -0.7330
C 1.2538 7.3382 1.4793 0.1959 0.3045 0.3875
C 2.5873 8.0131 1.7279 0.2050 0.0081 -0.1153
C 2.5664 4.8920 0.6039 -0.1485 -0.4967 0.5158
H 1.0420 6.5397 2.1974 0.0939 -0.0175 -0.1455
H 0.4505 8.0770 1.5965 0.1247 -0.2941 -0.3196
H 3.4200 7.3160 1.6052 -0.0593 0.0228 0.1176
H 2.6285 8.4265 2.7395 -0.0347 -0.0503 -0.1323
H 2.7458 8.8233 1.0086 -0.1280 -0.0892 0.1608
H 3.6014 5.1245 0.3438 -0.1050 -0.0024 0.0111
H 2.3852 3.8229 0.4493 0.1501 0.1695 -0.2280
H 2.4048 5.0767 1.6641 0.1383 0.1935 -0.0288
Be -5.7733 -1.1227 -5.1588 0.9231 0.4548 0.5121
C 3.7574 -8.6681 1.2094 -0.8035 0.8572 0.5107
C 3.9084 -10.1421 1.0476 -0.4178 -0.7510 -0.4025
O 5.1200 -10.2735 0.3393 0.1413 0.6968 0.6786
C 5.8629 -9.1909 0.7036 3.9880 0.2812 -0.7558
O 7.0645 -9.0919 0.5188 -3.3149 -0.1323 0.4519
O 5.0982 -8.2317 1.3091 0.4254 -0.3546 -0.2330
F 2.9127 -10.6482 0.2859 -0.1761 -0.2002 0.0165
H 3.2846 -8.1931 0.3432 -0.0399 -0.3157 -0.0458
H 3.1914 -8.4040 2.1067 0.2404 0.0291 -0.0639
H 3.9724 -10.6931 1.9920 -0.1127 -0.0555 -0.1593
O 2.5942 -1.1199 5.1406 -0.5704 1.0904 0.4454
H 3.0159 -1.5641 4.4277 0.7974 -1.1443 -0.9106